C49H56N4O2S3SeTb as an isolated structure at a distorted geometry. Source: the Open Molecules 2025 dataset; level of theory: ωB97M-V with the def2-TZVPD basis set.

ORCA input file:
```
! RIJCOSX wB97M-V def2-TZVPD def2/J DEFGRID3
* xyz -1 7
Tb 0.46 -1.14 -1.69
C 5.05 2.74 3.44
C 3.64 3.42 3.39
C 3.85 4.92 3.09
C 2.99 3.23 4.78
C 2.79 2.79 2.30
C 2.39 1.44 2.32
C 1.84 0.79 1.23
Se 1.54 -1.11 1.21
C -0.21 -0.83 1.99
C -0.25 -0.71 3.40
C -1.47 -0.60 4.04
C -2.60 -0.49 3.19
C -2.64 -0.64 1.80
C -1.36 -0.78 1.17
O -1.24 -0.88 -0.14
C -3.94 -0.55 1.02
C -4.10 -1.71 0.05
C -3.95 0.81 0.26
C -5.16 -0.63 1.96
C -1.63 -0.68 5.60
C -3.07 -0.41 6.01
C -0.65 0.31 6.32
C -1.29 -2.10 6.07
C 1.57 1.57 0.03
O 1.04 0.91 -0.99
C 1.78 2.96 0.05
C 2.45 3.50 1.16
C 1.23 3.86 -1.07
C 1.66 5.31 -0.90
C -0.33 3.82 -1.08
C 1.77 3.34 -2.46
H 5.75 3.36 4.07
H 5.00 1.76 3.82
H 5.51 2.75 2.45
H 4.49 5.33 3.92
H 4.39 5.08 2.16
H 2.95 5.52 3.04
H 3.56 3.83 5.48
H 1.95 3.56 4.78
H 3.06 2.19 5.10
H 2.63 0.88 3.20
H 0.69 -0.82 3.95
H -3.52 -0.22 3.74
H -3.26 -1.71 -0.64
H -4.21 -2.70 0.54
H -5.10 -1.54 -0.41
H -3.11 0.81 -0.47
H -4.88 0.88 -0.22
H -3.78 1.63 0.94
H -5.06 -1.35 2.77
H -5.31 0.32 2.48
H -6.07 -0.88 1.37
H -3.45 0.57 5.63
H -3.76 -1.17 5.62
H -3.16 -0.43 7.12
H -0.91 1.36 6.18
H -0.70 0.07 7.39
H 0.39 0.16 6.00
H -1.88 -2.88 5.60
H -0.22 -2.33 5.91
H -1.52 -2.21 7.15
H 2.69 4.57 1.14
H 1.33 5.80 0.03
H 2.75 5.45 -0.95
H 1.24 5.88 -1.75
H -0.65 4.24 -0.13
H -0.75 4.45 -1.89
H -0.69 2.80 -1.12
H 2.87 3.21 -2.38
H 1.38 2.34 -2.66
H 1.55 4.04 -3.24
S 2.96 -5.77 -2.63
C 3.69 -4.72 -3.81
C 3.13 -3.47 -3.81
C 2.12 -3.25 -2.81
C 2.00 -4.42 -2.07
C 1.09 -4.57 -0.94
C 1.26 -5.64 -0.07
C 0.21 -5.93 0.82
C -0.91 -5.12 0.80
C -0.96 -4.02 -0.04
N 0.09 -3.62 -0.81
H 4.47 -5.06 -4.46
H 3.37 -2.71 -4.50
H 2.12 -6.26 -0.08
H 0.22 -6.82 1.48
H -1.76 -5.32 1.46
H -1.85 -3.41 -0.12
S 3.39 -1.07 -2.32
C 2.62 -0.32 -3.66
N 1.32 -0.44 -4.01
C 1.08 0.22 -5.22
C 0.01 0.11 -6.12
C 0.02 0.73 -7.35
C 1.06 1.59 -7.70
C 2.14 1.77 -6.85
C 2.21 0.99 -5.71
S 3.54 0.85 -4.61
H -0.86 -0.50 -5.85
H -0.84 0.60 -8.03
H 1.05 2.05 -8.66
H 2.92 2.51 -7.03
N -2.80 0.29 -3.72
C -2.64 -1.07 -3.54
C -3.77 -1.88 -3.79
C -3.60 -3.23 -3.95
C -2.33 -3.76 -3.88
C -1.27 -2.93 -3.55
N -1.44 -1.64 -3.22
H -3.76 0.62 -3.82
H -2.03 0.95 -3.46
H -4.72 -1.39 -4.00
H -4.44 -3.89 -4.10
H -2.17 -4.82 -4.05
H -0.28 -3.33 -3.48
*
```

Results
- Kohn-Sham gap (alpha / beta) (eV) = 5.81 / 5.83
- E_HOMO (alpha / beta) (eV) = -3.59 / -3.61
- F_max (eV/Å) = 2.6
- energy above the lowest of the compared OMol25 structures with the same formula, charge and spin (eV) = 0.000
- expectation value of S² = 12.688